Entry 1:
Computed, not measured: a cluster of 2 separate species, C4H10Se in total in a non-equilibrium geometry, with wB97M-V/def2-TZVPD.

Lowest unoccupied orbital energy   0.0 eV
Gap between HOMO and LUMO   8.606 eV
Electronic energy   -69652.6107 eV

Positions of all 15 atoms, in Å:
C -1.18973 2.41099 0.19204
C 0.81369 -2.63341 2.37688
C -0.47381 1.08980 -0.15679
C -1.17432 -0.23243 -0.12916
Se -2.92680 -0.33323 -0.32858
H -1.95699 2.30625 0.94966
H -0.46163 3.18406 0.46493
H -1.67520 2.72498 -0.71952
H 0.90940 -2.67127 3.54151
H -0.21087 -2.83755 2.07963
H 1.40363 -3.50581 2.13865
H 0.42890 0.91609 0.58370
H -0.11691 1.26853 -1.20191
H 1.11926 -1.69489 2.00210
H -3.63777 1.05201 -0.51081


Entry 2:
Computed, not measured: a structure of composition C32H40ClN5O3PPbS2Se, with wB97M-V/def2-TZVPD.

Multiplicity   2
Lowest unoccupied orbital energy (spin up / spin down)   3.6 / 3.6 eV
Gap between HOMO and LUMO (spin up / spin down)   3.251 / 4.583 eV
Charge   -2
Expectation value of S²   0.776
Electronic energy   -161507.7209 eV

Positions of all 86 atoms, in Å:
Pb 0.12590 -1.23872 -0.50673
C -0.54444 -0.71322 4.14383
C -0.64023 -0.82572 2.78300
N 0.45131 -0.74343 1.96258
C 1.66278 -0.57810 2.50692
C 1.86460 -0.45915 3.91559
C 0.70626 -0.52247 4.73949
C 3.17005 -0.27774 4.42416
C 4.27975 -0.16156 3.60471
C 4.12516 -0.25409 2.21542
C 5.18645 -0.09573 1.29213
C 4.96099 -0.18119 -0.04790
C 3.64967 -0.46014 -0.50540
N 2.65394 -0.62426 0.31830
C 2.83493 -0.49782 1.65227
H -1.44403 -0.79130 4.74306
H -1.58396 -1.03330 2.29412
H 0.81402 -0.43576 5.81481
H 3.28984 -0.21059 5.50090
H 5.26718 0.00395 4.02194
H 6.18228 0.10965 1.67347
H 5.76232 -0.03921 -0.76277
H 3.42147 -0.54949 -1.56361
C 0.24699 5.74882 -2.90390
C 1.25591 4.64193 -2.66151
O 0.90449 3.43923 -3.34004
P -0.21272 2.41141 -2.76231
S 0.04322 0.70396 -3.68077
S -0.29676 2.52489 -0.79067
O -1.54335 3.16344 -3.36236
C -2.81587 2.98664 -2.75837
C -3.40383 1.61199 -3.01659
H 0.62025 6.68908 -2.48726
H -0.70231 5.50450 -2.42877
H 0.07012 5.87968 -3.97310
H 1.35194 4.44066 -1.59362
H 2.23574 4.91750 -3.05552
H -3.44675 3.76774 -3.18782
H -2.72637 3.16586 -1.68275
H -3.49062 1.41972 -4.08729
H -4.39574 1.54432 -2.55903
H -2.76526 0.83471 -2.59364
Se -0.62291 -3.69275 -0.04404
C -7.86989 1.17562 2.70967
C -6.67998 2.09764 3.00072
C -6.96756 3.45591 2.33615
C -6.60317 2.31596 4.51759
C -5.32072 1.52181 2.49152
O -4.37144 2.57981 2.71704
C -4.79431 0.32311 3.29209
C -5.49072 -1.04658 3.22552
C -4.59248 -2.09153 3.84905
C -4.54619 -2.20037 5.23919
C -3.70055 -3.10504 5.85882
C -2.87237 -3.89320 5.07620
Cl -1.78873 -5.01703 5.86425
C -2.86928 -3.78743 3.69839
C -3.74837 -2.89546 3.09297
C -5.42188 1.25807 0.97509
N -4.39553 0.40992 0.40811
C -3.09014 0.63562 0.21861
N -2.51999 -0.42732 -0.29550
C -3.54081 -1.31182 -0.41518
N -4.70706 -0.84940 -0.00916
H -8.75278 1.58579 3.20718
H -7.72167 0.16230 3.07924
H -8.10100 1.11756 1.64576
H -7.84424 3.90786 2.80718
H -7.18887 3.34628 1.27271
H -6.12579 4.13765 2.44330
H -7.48299 2.87103 4.85263
H -5.71284 2.88478 4.78540
H -6.58429 1.36711 5.05814
H -3.48156 2.22143 2.60757
H -4.71596 0.65481 4.32832
H -3.76301 0.15421 2.96286
H -5.71029 -1.30098 2.18649
H -6.43171 -1.03865 3.78105
H -5.18678 -1.57015 5.84903
H -3.66458 -3.18857 6.93721
H -2.15653 -4.33688 3.09176
H -3.72418 -2.79766 2.01259
H -5.39322 2.22607 0.47575
H -6.35084 0.75680 0.72316
H -2.58193 1.56892 0.41983
H -3.37852 -2.32077 -0.76809


Looking at relative energy (zero: lowest compared OMol25 entry of this formula, charge and spin) for the records above, in order, we have 351.96 64.85 kJ/mol.